No. 1
{
  "formula": "C2H6OS",
  "method": "wB97M-V/def2-TZVPD",
  "relative_energy_kj_mol": 221.6,
  "total_charge": 1,
  "orbital_gap_ha": [0.25380, 0.05229],
  "e_homo_ev": [-12.0851, -12.0853],
  "largest_force_ev_per_a": 2.50,
  "energy_ha": -552.77991,
  "e_lumo_ev": [-5.2, -10.7],
  "multiplicity": 2,
  "symbols": ["S", "H", "H", "C", "C", "O", "H", "H", "H", "H"],
  "xyz": [[0.53151, -1.86940, 1.80493], [0.52447, -1.23340, 0.59833], [1.81416, -2.24432, 1.55871], [0.35506, 1.83482, -2.07172], [-0.31914, 1.72920, -0.91828], [-1.27654, 0.73002, -0.79863], [0.44620, 0.99279, -2.74895], [0.90669, 2.72933, -2.31246], [0.13231, 1.88838, 0.05618], [-1.71828, 0.68836, -1.65447]],
  "mulliken_charge": [0.3010, 0.3328, 0.3456, -0.6790, -0.0113, -0.4832, 0.2696, 0.2509, 0.3523, 0.3213]
}

=====

No. 2
{
  "formula": "C5H9NO",
  "method": "wB97M-V/def2-TZVPD",
  "relative_energy_kj_mol": 415.3,
  "orbital_gap_ha": 0.32113,
  "e_homo_ev": -7.8014,
  "largest_force_ev_per_a": 1.02,
  "energy_ha": -325.77939,
  "e_lumo_ev": 0.9,
  "symbols": ["C", "C", "C", "C", "C", "N", "O", "H", "H", "H", "H", "H", "H", "H", "H", "H"],
  "xyz": [[0.83666, -0.34288, -1.83117], [0.19304, -0.48061, -0.49448], [0.29592, -1.55117, 0.55772], [0.10673, -0.39164, 1.60969], [-0.29837, 0.39577, 0.39871], [-1.24795, 1.35497, 0.09342], [-1.01576, 2.65653, 0.58871], [0.47074, -1.00574, -2.62060], [1.89899, -0.58003, -1.66829], [0.79753, 0.69347, -2.19007], [-1.27210, 1.30333, -0.93183], [-0.59300, -2.19758, 0.58684], [1.19812, -2.16653, 0.57723], [1.09923, -0.09882, 1.97596], [-0.57449, -0.51054, 2.45586], [-1.89530, 2.92145, 0.89230]],
  "mulliken_charge": [-1.0919, 0.1412, -0.6119, -0.4349, 0.1575, -0.2576, -0.4245, 0.2891, 0.2785, 0.3273, 0.3070, 0.1818, 0.3128, 0.1954, 0.3077, 0.3224]
}

=====

No. 3
{
  "formula": "C12H10O2",
  "method": "wB97M-V/def2-TZVPD",
  "relative_energy_kj_mol": 387.1,
  "orbital_gap_ha": [0.23809, 0.23757],
  "e_homo_ev": [-8.4311, -8.4279],
  "largest_force_ev_per_a": 3.23,
  "energy_ha": -613.59030,
  "e_lumo_ev": [-2.0, -2.0],
  "symbols": ["O", "C", "C", "C", "C", "C", "C", "H", "H", "H", "H", "H", "O", "C", "C", "C", "C", "C", "C", "H", "H", "H", "H", "H"],
  "xyz": [[2.31427, -1.88119, 1.73486], [1.11062, -1.62536, 1.64189], [0.12579, -2.70974, 1.81811], [-1.23379, -2.48830, 1.70348], [-1.63925, -1.17402, 1.49503], [-0.74008, -0.11322, 1.39063], [0.65164, -0.24214, 1.35492], [0.51178, -3.70834, 2.10484], [-1.93017, -3.27386, 1.99232], [-2.70861, -0.96420, 1.50365], [-1.19669, 0.85349, 1.20691], [1.25797, 0.50933, 1.78324], [0.83282, 3.34618, 0.08182], [0.56143, 2.40037, -0.68352], [-0.25307, 2.64662, -1.88659], [-0.60332, 1.64122, -2.74714], [-0.08236, 0.37536, -2.48556], [0.75288, 0.12167, -1.38871], [1.05418, 1.02697, -0.38483], [-0.53044, 3.70353, -2.10098], [-1.06894, 1.88248, -3.70197], [-0.26183, -0.41703, -3.21164], [1.06633, -0.92022, -1.29558], [2.00885, 1.01041, 0.07480]],
  "mulliken_charge": [-0.6032, 0.3408, -0.2896, -0.5034, -0.3662, -0.4380, -0.1589, 0.3690, 0.3593, 0.3651, 0.4051, 0.5202, -0.6111, 0.3494, -0.2892, -0.4911, -0.3727, -0.4219, -0.1528, 0.3610, 0.3562, 0.3697, 0.3876, 0.5146]
}

=====

No. 4
{
  "formula": "C50H139N11O17",
  "method": "wB97M-V/def2-TZVPD",
  "relative_energy_kj_mol": 247.0,
  "orbital_gap_ha": 0.34711,
  "e_homo_ev": -8.9593,
  "largest_force_ev_per_a": 3.80,
  "energy_ha": -3869.46758,
  "e_lumo_ev": 0.5,
  "symbols": ["C", "C", "O", "O", "H", "H", "H", "H", "H", "H", "C", "C", "O", "O", "H", "H", "H", "H", "H", "H", "C", "C", "O", "O", "H", "H", "H", "H", "H", "H", "C", "C", "C", "O", "C", "N", "H", "H", "H", "H", "H", "H", "H", "H", "H", "H", "H", "C", "C", "C", "O", "C", "N", "H", "H", "H", "H", "H", "H", "H", "H", "H", "H", "H", "C", "C", "C", "O", "C", "N", "H", "H", "H", "H", "H", "H", "H", "H", "H", "H", "H", "C", "C", "C", "O", "C", "N", "H", "H", "H", "H", "H", "H", "H", "H", "H", "H", "H", "C", "C", "C", "O", "C", "N", "H", "H", "H", "H", "H", "H", "H", "H", "H", "H", "H", "C", "C", "C", "O", "C", "N", "H", "H", "H", "H", "H", "H", "H", "H", "H", "H", "H", "C", "C", "C", "O", "C", "N", "H", "H", "H", "H", "H", "H", "H", "H", "H", "H", "H", "C", "C", "C", "O", "C", "N", "H", "H", "H", "H", "H", "H", "H", "H", "H", "H", "H", "C", "C", "C", "O", "C", "N", "H", "H", "H", "H", "H", "H", "H", "H", "H", "H", "H", "C", "C", "C", "O", "C", "N", "H", "H", "H", "H", "H", "H", "H", "H", "H", "H", "H", "C", "C", "C", "O", "C", "N", "H", "H", "H", "H", "H", "H", "H", "H", "H", "H", "H"],
  "xyz": [[5.04008, -2.08591, 3.96648], [3.57713, -2.57434, 3.99807], [3.07079, -2.51122, 2.67156], [5.76469, -2.98698, 3.17304], [5.34840, -2.03135, 5.06721], [5.08493, -1.06658, 3.65055], [2.92557, -2.10217, 4.77564], [3.67649, -3.64676, 4.33768], [2.84222, -3.39841, 2.47925], [6.69095, -2.76186, 3.26961], [2.85094, 4.30613, -4.08796], [3.45513, 2.93197, -4.47176], [4.79511, 3.05169, -4.13052], [3.25682, 4.67019, -2.72979], [1.79967, 4.36652, -4.21996], [3.17268, 5.12113, -4.78713], [3.43166, 2.86968, -5.55754], [2.92607, 2.14129, -3.95063], [5.20541, 2.23090, -3.74650], [4.22097, 4.59301, -2.70756], [-5.56283, -2.02139, 1.07186], [-4.97702, -3.33364, 1.39815], [-4.13296, -3.23326, 2.56100], [-6.39584, -1.41281, 2.18827], [-6.25103, -2.08528, 0.24593], [-4.75717, -1.34258, 0.93648], [-4.35121, -3.63923, 0.55013], [-5.78223, -4.08526, 1.54607], [-4.69646, -2.90168, 3.30240], [-5.79514, -0.91472, 2.72219], [-6.31107, 2.33255, 0.41771], [-5.48075, 3.44708, 1.08387], [-4.01149, 3.24663, 0.89769], [-3.53192, 2.19085, 1.67172], [-2.19841, 1.86020, 1.44234], [-5.82682, 4.70863, 0.41830], [-6.18473, 2.21848, -0.70485], [-7.29971, 2.60224, 0.70061], [-6.10384, 1.43344, 0.95367], [-5.74119, 3.45192, 2.17268], [-3.40777, 4.16026, 1.18741], [-3.78483, 3.03674, -0.16357], [-1.96589, 0.80226, 1.75939], [-1.55369, 2.56617, 1.95818], [-1.97155, 1.92769, 0.37481], [-5.12450, 5.37914, 0.61209], [-6.61681, 5.09615, 0.90429], [3.69938, -5.90506, -0.48237], [2.73318, -5.06817, 0.33955], [1.34366, -5.37926, -0.18900], [1.32198, -4.73961, -1.51616], [0.10433, -4.80239, -2.16086], [2.75819, -5.23277, 1.79475], [3.49002, -6.94836, -0.41821], [4.79334, -5.82494, -0.27974], [3.51182, -5.67824, -1.54115], [2.90344, -4.02667, 0.12986], [0.54278, -4.92688, 0.41088], [1.08778, -6.44206, -0.26975], [-0.69687, -4.25853, -1.59577], [-0.33398, -5.81464, -2.30770], [0.27563, -4.44571, -3.15079], [3.62337, -5.70562, 2.06395], [2.01967, -5.83520, 2.11555], [-0.77676, -6.71208, 3.58161], [-0.09669, -5.42533, 4.06727], [-1.02341, -4.86437, 5.14171], [-0.51733, -3.73617, 5.73785], [-0.52568, -2.59201, 4.86822], [1.18146, -5.88153, 4.50504], [-1.69582, -6.49792, 2.99489], [-0.94273, -7.30712, 4.49708], [-0.12578, -7.26023, 2.91628], [0.01382, -4.74836, 3.22123], [-1.08261, -5.61979, 5.92530], [-2.06570, -4.77223, 4.70955], [-1.47130, -2.61246, 4.31745], [0.22067, -2.74933, 4.08158], [-0.45826, -1.74725, 5.44768], [1.08980, -6.73773, 5.02505], [1.76311, -5.23249, 5.04966], [1.96177, 0.18245, -8.47602], [1.01686, -0.60833, -7.62095], [1.40212, -0.83878, -6.12599], [2.51027, -1.67503, -5.89382], [2.62871, -2.05955, -4.58354], [-0.33118, 0.00080, -7.63470], [2.96031, -0.29278, -8.47731], [2.16562, 1.22150, -8.11034], [1.48473, 0.32690, -9.48691], [0.86275, -1.50795, -8.11706], [0.51516, -1.31971, -5.76306], [1.53222, 0.13322, -5.56203], [3.48716, -2.71722, -4.52794], [1.65389, -2.54720, -4.13457], [2.79957, -1.16542, -3.87206], [-0.33475, 0.93661, -7.30584], [-0.86373, -0.52166, -6.90606], [2.29215, 3.35787, 0.63156], [1.85981, 4.77531, 1.06541], [1.16012, 5.51169, -0.11063], [0.08560, 4.72073, -0.50097], [-0.33668, 4.91568, -1.82729], [0.99846, 4.73403, 2.26845], [2.76046, 2.83839, 1.42803], [2.91286, 3.36971, -0.28316], [1.35341, 2.77699, 0.43370], [2.72513, 5.35742, 1.40027], [1.87195, 5.61339, -0.98295], [0.80971, 6.50737, 0.19374], [0.52945, 4.68103, -2.47307], [-0.72081, 5.88653, -2.03458], [-1.09760, 4.15394, -2.02639], [0.09510, 4.28640, 2.02887], [0.78117, 5.70828, 2.40815], [0.33437, 0.18370, 3.66901], [0.55827, 1.19421, 4.71964], [1.95298, 1.88148, 4.71493], [3.07711, 0.92019, 4.66479], [4.28850, 1.62083, 4.66733], [-0.45813, 2.21388, 4.63983], [-0.65066, -0.26703, 3.81273], [1.07593, -0.63894, 3.76286], [0.32466, 0.63720, 2.66184], [0.51294, 0.67295, 5.71319], [2.01824, 2.51862, 5.57082], [1.98442, 2.52576, 3.85347], [5.05853, 0.93847, 4.39393], [4.51835, 2.11026, 5.62309], [4.35096, 2.40035, 3.89406], [-0.76591, 2.56076, 5.50781], [-0.19008, 3.00102, 3.98713], [-3.49528, -3.21870, -4.71130], [-3.48036, -1.67636, -4.54436], [-2.98074, -1.31365, -3.15810], [-3.11973, -0.00073, -2.88408], [-2.80067, 0.32823, -1.56198], [-2.69530, -0.95358, -5.49293], [-2.48254, -3.55876, -4.84826], [-3.99062, -3.51494, -5.61567], [-3.91297, -3.62306, -3.83563], [-4.53087, -1.35994, -4.52641], [-1.94610, -1.59519, -3.09765], [-3.50072, -1.87968, -2.37379], [-1.82883, -0.05255, -1.17634], [-3.62112, 0.03648, -0.88492], [-2.77966, 1.41032, -1.64110], [-2.87638, -1.12272, -6.46912], [-2.84309, 0.01150, -5.34567], [-5.08424, 0.01749, 6.00086], [-4.61340, 0.88349, 4.84440], [-3.54803, 1.76475, 5.30755], [-3.69576, 2.61938, 6.38407], [-4.50925, 3.73790, 5.98170], [-4.15537, 0.05237, 3.70841], [-4.24788, -0.62909, 6.37626], [-5.88513, -0.63382, 5.69035], [-5.45566, 0.58332, 6.81939], [-5.48221, 1.48978, 4.44407], [-3.22288, 2.38567, 4.42695], [-2.65532, 1.18713, 5.50726], [-4.20796, 4.24340, 5.02379], [-4.45375, 4.38689, 6.83260], [-5.54587, 3.45717, 5.81822], [-3.30751, -0.49185, 3.97791], [-4.03214, 0.60204, 2.88336], [-0.73784, 2.13366, -4.11264], [-1.75148, 3.12374, -4.62534], [-3.05986, 3.12446, -3.85958], [-3.99279, 3.91328, -4.53823], [-5.23791, 3.75369, -3.94887], [-1.09436, 4.41710, -4.88301], [-0.99715, 1.12369, -3.93703], [-0.26830, 2.43379, -3.21738], [0.03127, 2.07779, -4.85934], [-2.04360, 2.68649, -5.59014], [-2.89838, 3.55992, -2.87537], [-3.49352, 2.08604, -3.78427], [-5.93899, 4.19860, -4.65494], [-5.34750, 4.37996, -3.03222], [-5.44806, 2.69736, -3.75118], [-1.15323, 4.97760, -4.03355], [-1.54585, 4.89694, -5.64812], [5.26971, 1.62414, -0.67340], [6.16012, 0.60637, -1.47267], [6.77629, -0.36030, -0.46188], [7.94622, -0.90331, -0.95752], [8.97934, 0.00879, -0.90626], [5.32304, -0.00476, -2.51560], [4.41050, 1.15435, -0.21017], [4.88284, 2.41904, -1.38912], [5.90810, 2.03522, 0.09309], [6.96622, 1.20345, -1.91889], [6.08892, -1.21303, -0.35260], [6.86190, -0.12968, 0.59426], [8.81765, 0.77559, -1.65969], [9.83560, -0.65886, -1.04892], [9.09687, 0.35484, 0.16187], [4.57258, -0.48202, -2.11422], [5.87576, -0.73349, -2.92414], [1.19725, 0.48321, -1.16187], [1.70414, -0.54838, -0.14668], [0.54525, -1.61095, 0.11586], [-0.55852, -0.91082, 0.49393], [-1.59150, -1.73842, 1.02601], [2.86467, -1.30750, -0.68449], [1.96451, 1.21637, -1.42043], [0.38534, 1.11353, -0.75179], [0.83547, -0.01511, -2.14167], [2.02833, -0.00300, 0.78020], [0.82575, -2.39866, 0.78700], [0.38143, -2.04991, -0.91208], [-1.35331, -2.14220, 2.02966], [-1.88407, -2.51433, 0.27216], [-2.51134, -1.13371, 1.22960], [2.58660, -1.82917, -1.49093], [3.26763, -1.75743, 0.10627]],
  "mulliken_charge": [-0.5035, -0.1980, 0.5568, -0.5548, 0.3958, -0.0191, 0.2173, 0.2171, -0.2887, 0.3173, -0.3424, 0.5454, -0.7206, -0.4911, -0.0025, 0.2514, 0.2674, -0.1961, 0.2955, 0.3078, 0.2887, -0.6298, -0.3942, -0.6312, 0.4932, -0.4138, 0.2759, 0.3203, 0.2846, 0.2435, -0.9623, 0.5036, -0.4102, 0.0965, 1.8317, -0.6480, 0.0339, 0.4691, 0.1296, 0.2330, 0.2614, -0.0858, -1.6065, -0.0378, -0.5290, 0.2360, 0.2819, -1.6768, 1.9352, -1.0004, -0.2356, -0.6214, -0.5468, 0.4257, 0.4004, 0.3510, -0.8881, 0.1440, 0.6070, 0.0290, 0.3381, 0.2693, 0.2931, -0.0051, -1.6564, 1.4487, -0.9960, -0.5444, -0.2822, -0.4481, 0.3158, 0.4526, 0.4353, -0.4456, 0.4205, 0.2344, 0.2980, -0.0825, 0.3378, 0.2816, 0.1925, -1.4450, 0.2813, 0.0792, -0.5031, 0.1301, -0.6952, 0.3431, 0.2284, 0.3802, 0.4009, 0.3255, -0.0975, 0.3916, -0.0553, -0.1479, 0.2983, 0.2082, 0.2176, 0.0473, -0.6737, -0.0198, -0.2929, -0.4666, 0.1991, -0.2100, -0.5471, 0.5221, 0.2665, 0.2870, 0.1709, 0.3187, -0.2614, 0.0630, 0.3013, 2.4925, -0.3675, -0.7486, -0.1344, -0.7835, -0.1906, -0.8817, -0.4053, -0.8496, 0.2953, 0.4311, 0.0038, 0.2409, 0.3101, 0.2853, 0.3874, -0.0051, -1.7129, 0.2245, -0.4830, -0.3324, 0.5738, -0.3684, 0.3167, 0.4089, 0.4973, 0.2269, 0.2033, 0.3622, -0.1336, 0.4008, -0.6006, 0.3634, -0.0321, -1.7599, 0.7683, -0.5225, -0.4967, -0.6627, 0.4465, 0.2161, 0.4315, 0.4070, 0.1783, 0.3165, 0.2610, 0.2058, 0.3360, 0.3046, -0.4258, 0.1493, 0.0860, -0.2391, 0.0662, -0.5259, -0.6375, -0.5215, 0.2817, -0.5225, 0.1600, 0.5787, 0.0372, 0.0101, 0.3536, 0.2459, 0.1951, 0.0749, 0.3225, -0.3734, 0.3505, -0.5833, -0.4402, -0.6378, -0.3332, -0.1585, -0.1340, 0.5423, 0.2369, 0.0156, 0.5064, 0.2484, 0.2835, 0.2798, 0.0625, 0.2598, 0.2696, -0.3943, 0.2928, 1.9630, -0.1812, 0.1460, 0.2285, -0.6473, -0.0587, 0.0174, -0.2168, -0.4106, -0.4177, 0.3078, -0.7619, 0.0626, 0.0474]
}